1.
This record from OMol25 describes an isolated molecule of CH2N4O. The level of theory is ωB97M-V with the def2-TZVPD basis set.

The geometry in XYZ format:
```
8
Properties=species:S:1:pos:R:3:forces:R:3
N -1.432 0.761 -0.464 0.1 0.1 0.0
C -0.244 0.401 -0.175 0.1 0.0 0.0
N 1.027 0.910 -0.191 -0.5 0.0 -0.1
O 1.823 -0.111 0.276 0.1 -0.2 0.1
N 1.176 -1.187 0.579 -0.3 0.2 -0.1
N -0.049 -0.911 0.323 0.1 -0.1 0.1
H -1.497 1.708 -0.814 0.1 0.0 0.0
H -0.803 -1.570 0.466 0.2 -0.1 0.1
```
Forces are in eV/Å.

Summary:
* energy relative to the best compared isomer or geometry (same formula, charge and spin): 3.297 eV
* max |F|: 0.486 eV/A
* HOMO: -0.321 hartree
* gap between HOMO and LUMO: 0.300 Eh
* calculated total energy: -333.426631 hartree

---

2.
This record from OMol25 describes an isolated molecule of CH2N4O at a distorted geometry. The level of theory is ωB97M-V with the def2-TZVPD basis set.

The geometry in XYZ format:
```
8
Properties=species:S:1:pos:R:3:forces:R:3
H -0.316 -2.667 -0.036 0.3 -0.6 -1.3
N -0.170 -1.998 0.672 -0.3 5.8 0.3
C -0.109 -0.757 0.199 0.4 -2.8 -1.1
N 0.220 -0.215 -1.120 -0.5 -1.7 0.8
N 0.304 1.005 -0.959 1.8 1.7 -6.3
N -0.023 1.466 0.171 -0.3 1.1 -0.5
O -0.250 0.409 0.872 -1.6 -3.6 7.5
H 0.654 2.129 0.514 0.1 0.2 0.6
```
Forces are in eV/Å.

Summary:
* SMILES: [H]/N=c1\nn[nH]o1
* energy relative to the best compared isomer or geometry (same formula, charge and spin): 3.430 eV
* max |F|: 8.447 eV/A
* HOMO: -0.359 hartree
* gap between HOMO and LUMO: 0.370 Eh
* calculated total energy: -333.421742 hartree

---

3.
This record from OMol25 describes an isolated molecule of CH2N4O2 at a distorted geometry. The level of theory is ωB97M-V with the def2-TZVPD basis set.

The geometry in XYZ format:
```
9
Properties=species:S:1:pos:R:3:forces:R:3
H -0.651 1.961 0.035 0.1 1.1 0.1
N 0.379 1.930 -0.027 -1.8 -1.2 0.0
C 0.538 0.683 0.024 1.0 -0.6 0.1
N 1.833 0.086 -0.142 -2.4 -3.4 0.2
N 1.622 -1.171 -0.167 1.9 1.5 -0.2
O 0.314 -1.561 0.037 1.4 -0.8 -1.0
N -0.388 -0.446 0.298 2.1 4.1 2.0
O -1.546 -0.349 -0.356 -3.9 -4.3 2.0
H -2.102 -1.134 0.299 1.6 3.7 -3.3
```
Forces are in eV/Å.

Summary:
* SMILES: [H]/N=c1/nnon1O
* energy relative to the best compared isomer or geometry (same formula, charge and spin): 5.396 eV
* max |F|: 6.172 eV/A
* HOMO: -0.360 hartree
* gap between HOMO and LUMO: 0.345 Eh
* calculated total energy: -408.587222 hartree

---

4.
This record from OMol25 describes a 2-piece molecular cluster, CH2N4O3 overall at a distorted geometry. The level of theory is ωB97M-V with the def2-TZVPD basis set.

The geometry in XYZ format:
```
10
Properties=species:S:1:pos:R:3:forces:R:3
C 0.179 -1.168 -3.039 0.5 -1.2 -1.2
N 0.164 -1.824 -3.986 0.0 -0.4 -0.6
N 0.046 -0.443 -1.990 0.7 4.1 3.2
N 1.170 0.333 -1.730 0.2 -3.4 -3.8
N 1.374 1.149 -0.848 -2.9 1.4 2.2
O 0.555 1.059 0.282 -0.6 -1.7 0.3
O 2.106 2.091 -0.895 1.3 0.6 -0.2
O -1.348 -1.469 -0.964 0.5 0.4 1.0
H 0.357 1.927 0.643 0.5 0.7 -0.3
H -1.170 -0.931 -0.151 -0.3 -0.5 -0.7
```
Forces are in eV/Å.

Summary:
* energy relative to the best compared isomer or geometry (same formula, charge and spin): 4.757 eV
* max |F|: 5.245 eV/A
* HOMO (spin up / spin down): -0.379 / -0.381 hartree
* gap between HOMO and LUMO (spin up / spin down): 0.333 / 0.266 Eh
* calculated total energy: -483.706303 hartree

---

5.
This record from OMol25 describes an isolated molecule of CH2N4OS at a distorted geometry. The level of theory is ωB97M-V with the def2-TZVPD basis set.

The geometry in XYZ format:
```
9
Properties=species:S:1:pos:R:3:forces:R:3
S -1.432 1.189 -1.207 0.1 -0.8 -1.3
N -0.352 -0.190 -1.322 0.1 0.9 2.1
C 0.227 -0.287 -0.184 0.5 -1.4 -2.4
N 0.213 0.446 0.945 -3.8 2.1 3.9
N 0.860 -0.261 1.946 0.5 -1.2 -0.9
N 1.407 -1.259 1.445 -0.1 1.1 -0.2
O 1.164 -1.257 0.038 -0.2 -0.3 0.8
H -1.886 0.775 -2.400 -0.5 0.7 0.1
H -0.773 0.830 1.408 3.3 -1.0 -2.1
```
Forces are in eV/Å.

Summary:
* SMILES: S/N=c1\[nH]nno1
* energy relative to the best compared isomer or geometry (same formula, charge and spin): 1.083 eV
* max |F|: 5.797 eV/A
* HOMO: -0.327 hartree
* gap between HOMO and LUMO: 0.341 Eh
* calculated total energy: -731.636853 hartree

---

6.
This record from OMol25 describes a 2-piece molecular cluster, CH2N5S overall at a distorted geometry. The level of theory is ωB97M-V with the def2-TZVPD basis set.

The geometry in XYZ format:
```
9
Properties=species:S:1:pos:R:3:forces:R:3
C 0.342 -0.433 0.042 -1.3 -2.6 0.0
N 2.445 -0.107 -0.126 1.2 -0.4 -0.3
N 1.510 -1.096 -0.090 -0.7 1.5 -0.1
N 0.626 0.840 0.090 -1.2 2.0 0.6
N 1.939 1.061 -0.026 0.7 0.0 0.3
N -2.063 -0.790 0.222 0.8 0.5 1.9
S -2.892 0.525 -0.160 0.1 -0.5 -0.6
H -1.907 -1.600 -0.357 -0.1 0.3 -1.1
H 0.000 1.599 0.406 0.5 -0.8 -0.7
```
Forces are in eV/Å.

Summary:
* energy relative to the best compared isomer or geometry (same formula, charge and spin): 3.202 eV
* max |F|: 2.944 eV/A
* charge: -1
* HOMO (spin up / spin down): -0.130 / -0.133 hartree
* gap between HOMO and LUMO (spin up / spin down): 0.255 / 0.255 Eh
* calculated total energy: -711.171113 hartree

---

7.
This record from OMol25 describes a 2-piece molecular cluster, CH2NO2 overall at a distorted geometry. The level of theory is ωB97M-V with the def2-TZVPD basis set.

The geometry in XYZ format:
```
6
Properties=species:S:1:pos:R:3:forces:R:3
C -0.968 -0.317 0.209 -0.1 1.0 0.2
N 1.396 0.328 0.128 -1.8 1.3 1.0
O -1.307 0.067 -0.875 0.5 -0.6 0.7
O -1.227 -0.710 1.302 0.4 -0.1 -0.7
H 0.790 1.080 -0.279 1.0 -0.8 0.0
H 1.316 -0.448 -0.486 0.0 -0.7 -1.2
```
Forces are in eV/Å.

Summary:
* energy relative to the best compared isomer or geometry (same formula, charge and spin): 2.074 eV
* max |F|: 2.389 eV/A
* charge: -1
* HOMO: -0.085 hartree
* gap between HOMO and LUMO: 0.240 Eh
* calculated total energy: -244.541129 hartree

---

8.
This record from OMol25 describes a 2-piece molecular cluster, CH2NO2P overall at a distorted geometry. The level of theory is ωB97M-V with the def2-TZVPD basis set.

The geometry in XYZ format:
```
7
Properties=species:S:1:pos:R:3:forces:R:3
N 0.714 0.574 -0.709 -3.9 4.5 -1.7
C 0.427 -0.380 -1.446 2.3 -3.6 -0.1
O 0.552 -1.471 -1.916 -1.3 3.2 0.7
H 0.041 1.595 -0.995 2.8 -4.1 1.1
O 0.372 -0.499 2.432 0.0 -1.0 0.1
P -0.539 0.421 1.757 -0.6 1.4 -0.5
H -1.569 -0.241 0.877 0.6 -0.4 0.4
```
Forces are in eV/Å.

Summary:
* SMILES: N=C=O.O=P
* energy relative to the best compared isomer or geometry (same formula, charge and spin): 2.420 eV
* max |F|: 6.177 eV/A
* HOMO: -0.346 hartree
* gap between HOMO and LUMO: 0.324 Eh
* calculated total energy: -585.825466 hartree

---

9.
This record from OMol25 describes a 2-piece molecular cluster, CH2NO2S overall at a distorted geometry. The level of theory is ωB97M-V with the def2-TZVPD basis set.

The geometry in XYZ format:
```
7
Properties=species:S:1:pos:R:3:forces:R:3
C 1.632 0.272 0.259 -0.8 -0.6 -1.5
N -0.463 -0.742 0.507 2.4 1.3 0.1
O -2.710 -0.299 -0.341 -1.0 0.7 -0.3
O -0.957 0.938 -1.518 -0.3 -0.5 1.4
S -1.305 0.063 -0.385 0.1 -1.0 -1.3
H 1.647 0.468 1.302 -0.2 0.1 1.6
H 2.157 -0.701 0.177 -0.3 -0.1 0.0
```
Forces are in eV/Å.

Summary:
* energy relative to the best compared isomer or geometry (same formula, charge and spin): 5.655 eV
* max |F|: 2.753 eV/A
* charge: -1
* HOMO: -0.142 hartree
* gap between HOMO and LUMO: 0.294 Eh
* calculated total energy: -642.574989 hartree

---

10.
This record from OMol25 describes a 2-piece molecular cluster, CH2NO2S2 overall at a distorted geometry. The level of theory is ωB97M-V with the def2-TZVPD basis set.

The geometry in XYZ format:
```
8
Properties=species:S:1:pos:R:3:forces:R:3
C -2.011 1.225 1.529 2.7 -1.1 -1.3
N -1.042 0.802 0.977 -2.0 0.7 1.0
O 0.314 -0.760 -0.633 2.1 -3.8 -3.8
O 1.862 -2.021 -2.053 0.7 -1.1 -0.2
S -3.286 1.832 2.331 -0.6 0.2 0.3
S 1.513 -0.677 -1.635 -3.1 0.9 -1.1
H 2.699 -0.159 -0.548 1.8 0.5 1.8
H -0.049 -0.241 0.031 -1.6 3.7 3.3
```
Forces are in eV/Å.

Summary:
* spin multiplicity: 3
* energy relative to the best compared isomer or geometry (same formula, charge and spin): 1.592 eV
* max |F|: 5.776 eV/A
* charge: -1
* HOMO (spin up / spin down): -0.096 / -0.158 hartree
* gap between HOMO and LUMO (spin up / spin down): 0.218 / 0.182 Eh
* calculated total energy: -1040.803903 hartree

---

11.
This record from OMol25 describes CH2NO3P as an isolated structure at a distorted geometry. The level of theory is ωB97M-V with the def2-TZVPD basis set.

The geometry in XYZ format:
```
8
Properties=species:S:1:pos:R:3:forces:R:3
C -1.023 -0.529 0.640 1.0 1.7 -1.9
N -1.884 -0.114 -0.213 -3.5 -1.7 1.5
O 1.812 1.659 0.052 -0.2 0.0 0.7
O 2.051 -0.303 -1.424 -0.1 -1.0 -0.4
O -1.235 -1.227 1.622 0.9 -0.7 1.3
P 1.798 0.140 -0.005 2.2 1.2 -0.5
H 0.072 -0.051 0.262 -2.0 -1.4 1.6
H -1.590 0.424 -0.935 1.8 1.9 -2.3
```
Forces are in eV/Å.

Summary:
* energy relative to the best compared isomer or geometry (same formula, charge and spin): 1.660 eV
* max |F|: 4.189 eV/A
* charge: -2
* HOMO: 0.032 hartree
* gap between HOMO and LUMO: 0.240 Eh
* calculated total energy: -661.122447 hartree

---

12.
This record from OMol25 describes a 2-piece molecular cluster, CH2NO3P overall at a distorted geometry. The level of theory is ωB97M-V with the def2-TZVPD basis set.

The geometry in XYZ format:
```
8
Properties=species:S:1:pos:R:3:forces:R:3
C 0.623 1.244 0.140 0.6 0.6 -0.3
N -0.280 0.337 -0.021 -2.7 -2.2 1.2
O 4.308 -0.229 0.239 -0.4 0.3 -1.2
O 4.826 2.168 -0.188 0.0 0.5 -0.6
O 1.288 1.891 -0.693 -0.3 0.0 -0.4
P 4.177 0.932 -0.758 0.9 -0.9 1.8
H 0.787 1.425 1.173 0.9 0.9 1.9
H -0.638 0.035 0.983 1.1 0.8 -2.5
```
Forces are in eV/Å.

Summary:
* energy relative to the best compared isomer or geometry (same formula, charge and spin): 1.023 eV
* max |F|: 3.676 eV/A
* charge: -2
* HOMO: 0.000 hartree
* gap between HOMO and LUMO: 0.277 Eh
* calculated total energy: -661.145859 hartree